No. 1
# C3H4O3

An isolated molecule of C3H4O3 (the ωB97M-V functional and the def2-TZVPD basis, the Open Molecules 2025 dataset).

Geometry (Å):
1 O -0.63 1.31 -2.15
2 C -0.19 0.95 -1.08
3 C -1.00 0.26 -0.06
4 C -0.51 -0.36 1.02
5 O 0.76 -0.79 1.20
6 O 1.41 -0.88 -0.07
7 H 0.83 1.21 -0.77
8 H -2.08 0.36 -0.14
9 H -1.09 -0.58 1.91
10 H 2.11 -1.52 0.14

## Properties
gap between HOMO and LUMO = 0.3734 Ha
SMILES = O=C/C=C\OO
energy relative to the best compared isomer or geometry (same formula, charge and spin) = 438.2 kJ/mol
LUMO energy = 0.56 eV


No. 2
# C3H4O3

An isolated molecule of C3H4O3 in a non-equilibrium geometry (the ωB97M-V functional and the def2-TZVPD basis, the Open Molecules 2025 dataset).

Geometry (Å):
1 C 2.46 -0.13 -0.08
2 C 1.27 0.02 -0.10
3 C -0.54 0.01 -0.08
4 O -0.89 1.29 0.19
5 O -0.81 -0.79 1.00
6 O -0.94 -0.37 -1.30
7 H 3.40 -0.07 0.19
8 H -0.80 1.34 1.22
9 H -1.46 -1.45 0.73
10 H -1.68 0.15 -1.76

## Properties
gap between HOMO and LUMO = 0.3808 Ha
SMILES = C#CC(O)(O)O
energy relative to the best compared isomer or geometry (same formula, charge and spin) = 388.1 kJ/mol
LUMO energy = 0.46 eV


No. 3
# C3H4O3

An isolated molecule of C3H4O3 (the ωB97M-V functional and the def2-TZVPD basis, the Open Molecules 2025 dataset).

Geometry (Å):
1 O 0.78 -0.43 1.71
2 C 1.15 -0.26 0.57
3 C 0.12 -0.01 -0.52
4 O -0.47 -1.29 -0.66
5 C -0.95 1.00 -0.13
6 O -1.13 2.04 -0.71
7 H 2.19 -0.45 0.26
8 H 0.56 0.29 -1.48
9 H -0.66 -1.58 0.25
10 H -1.59 0.69 0.72

## Properties
gap between HOMO and LUMO = 0.3710 Ha
SMILES = O=CC(O)C=O
energy relative to the best compared isomer or geometry (same formula, charge and spin) = 184.2 kJ/mol
LUMO energy = 0.06 eV


No. 4
# C3H4O3S

An isolated molecule of C3H4O3S in a non-equilibrium geometry (the ωB97M-V functional and the def2-TZVPD basis, the Open Molecules 2025 dataset).

Geometry (Å):
1 O 1.54 1.67 -0.10
2 C 1.20 0.65 -0.60
3 O 1.24 0.55 -1.92
4 C 0.89 -0.66 0.18
5 C -0.45 -0.80 0.86
6 O -0.55 -1.45 1.83
7 S -1.79 0.09 -0.02
8 H 0.85 -0.21 -2.30
9 H 1.59 -0.77 0.99
10 H 1.09 -1.51 -0.54
11 H -2.58 -0.20 0.99

## Properties
gap between HOMO and LUMO = 0.3945 Ha
SMILES = O=C(O)CC(=O)S
energy relative to the best compared isomer or geometry (same formula, charge and spin) = 99.5 kJ/mol
LUMO energy = 0.27 eV


No. 5
# C3H4O3S

An isolated molecule of C3H4O3S in a non-equilibrium geometry (the ωB97M-V functional and the def2-TZVPD basis, the Open Molecules 2025 dataset).

Geometry (Å):
1 C 1.58 0.83 -0.36
2 C -0.17 0.02 0.99
3 C -1.08 0.00 -0.23
4 O 2.54 1.31 -0.84
5 O 0.16 -2.10 -1.27
6 O 1.01 0.80 0.79
7 S -0.17 -0.72 -1.67
8 H -0.67 0.46 1.86
9 H 0.13 -1.01 1.24
10 H -1.95 -0.61 -0.01
11 H -1.38 1.01 -0.51

## Properties
gap between HOMO and LUMO (spin up / spin down) = 0.2807 / 0.3018 Ha
energy relative to the best compared isomer or geometry (same formula, charge and spin) = 340.1 kJ/mol
LUMO energy (spin up / spin down) = -0.58 / -0.26 eV


No. 6
# C3H4O3S

C3H4O3S as an isolated structure in a non-equilibrium geometry (the ωB97M-V functional and the def2-TZVPD basis, the Open Molecules 2025 dataset).

Geometry (Å):
1 C -0.36 -0.71 0.06
2 C 0.26 0.42 -0.76
3 C 1.12 -0.65 -0.17
4 O 3.25 1.25 -0.07
5 O 2.12 -1.32 -0.24
6 O 4.58 -0.50 0.93
7 S 3.98 0.05 -0.25
8 H -0.64 -0.42 0.95
9 H -0.84 -1.56 -0.52
10 H 0.07 0.43 -1.76
11 H 0.14 1.43 -0.49

## Properties
gap between HOMO and LUMO = 0.3621 Ha
energy relative to the best compared isomer or geometry (same formula, charge and spin) = 374.1 kJ/mol
LUMO energy = -0.11 eV